a:
Here is a cluster of 6 separate species, CH15NO5 in total from the Open Molecules 2025 dataset. Energies are from ωB97M-V with the def2-TZVPD basis set.

```
22
Properties=species:S:1:pos:R:3
C -0.372 -1.259 -1.534
N -1.767 -1.054 -1.860
H 0.186 -1.733 -2.393
H 0.031 -0.354 -1.217
H -0.295 -1.981 -0.733
H -2.365 -1.774 -1.565
H -1.898 -1.127 -2.865
H 3.673 -0.606 -1.695
H 4.202 -1.131 -2.906
O 4.186 -1.360 -1.965
H 3.590 1.912 0.831
H 2.909 3.181 1.342
O 2.832 2.563 0.641
H -3.063 0.613 1.659
H -2.148 -0.080 2.822
O -3.050 -0.017 2.406
H -2.481 0.321 -0.850
H -4.082 0.803 -0.898
O -3.163 1.015 -0.658
H 0.738 -0.940 2.968
H 1.709 0.256 2.205
O 0.931 -0.005 2.765
```

Calculated values
Multiplicity: 1
E_HOMO (eV): -10.0
Frontier orbital gap (eV): 10.11
Charge: 0
Structure (SMILES): CN.O.O.O.O.O

---

b:
Here is a cluster of 6 separate species, CH15NO5 in total from the Open Molecules 2025 dataset. Energies are from ωB97M-V with the def2-TZVPD basis set.

```
22
Properties=species:S:1:pos:R:3
C 3.121 -1.003 -1.541
N 1.895 -0.449 -0.851
H 3.655 -0.201 -2.072
H 2.878 -1.800 -2.217
H 3.753 -1.550 -0.760
H 2.058 0.362 -0.311
H 1.214 -0.217 -1.523
H -7.113 -1.092 0.518
H -5.563 -1.096 0.009
O -6.502 -0.821 -0.189
H -0.676 5.270 0.138
H 0.399 5.283 1.236
O 0.172 4.843 0.374
H -1.409 -0.715 0.603
H -0.420 -1.535 1.366
O -1.071 -0.832 1.528
H 1.167 -2.031 -0.328
H 1.234 -3.506 -0.369
O 0.536 -2.764 -0.445
H -0.077 0.561 1.241
H 0.216 1.892 2.217
O 0.533 1.401 1.376
```

Calculated values
Multiplicity: 1
E_HOMO (eV): -9.9
Frontier orbital gap (eV): 10.48
Charge: 0
Structure (SMILES): CN.O.O.O.O.O

---

c:
Here is a cluster of 6 separate species, CH15NO5 in total from the Open Molecules 2025 dataset. Energies are from ωB97M-V with the def2-TZVPD basis set.

```
22
Properties=species:S:1:pos:R:3
C 0.887 0.118 -0.405
N 0.613 0.079 -1.932
H 0.190 0.892 0.191
H 0.670 -0.932 -0.116
H 1.936 0.434 -0.158
H 0.481 0.995 -2.325
H -0.220 -0.476 -2.004
H 1.398 1.667 2.236
H 0.175 1.628 3.134
O 0.963 2.083 2.990
H -1.554 2.565 0.448
H -1.069 3.640 1.386
O -1.151 3.411 0.440
H -0.612 -3.480 1.015
H -0.127 -2.245 1.680
O -0.929 -2.635 1.279
H 1.367 -1.897 -3.129
H 2.295 -2.519 -4.208
O 1.736 -2.766 -3.437
H -1.863 -0.814 0.901
H -2.922 0.206 1.349
O -2.265 0.049 0.664
```

Calculated values
Multiplicity: 1
E_HOMO (eV): -9.8
Frontier orbital gap (eV): 9.87
Charge: 0
Structure (SMILES): CN.O.O.O.O.O

---

Ranked by calculated energy, most stable first: c, b, a.

---

a:
Here is a cluster of 2 separate species, C16H17N in total from the Open Molecules 2025 dataset. Energies are from ωB97M-V with the def2-TZVPD basis set.

```
34
Properties=species:S:1:pos:R:3
C 0.129 2.175 0.093
C -0.170 0.602 2.049
C -0.606 1.164 0.902
C -2.328 -0.018 1.878
C -1.989 0.741 0.743
C -3.699 -0.282 2.125
C -2.922 1.093 -0.222
C -4.579 0.015 1.105
C -4.245 0.659 -0.112
N -1.273 0.094 2.777
H 0.742 0.477 2.611
H -1.177 -0.570 3.521
H -0.230 3.134 0.538
H -0.201 2.236 -0.938
H -4.026 -0.776 3.033
H -2.580 1.434 -1.198
H -5.669 -0.007 1.248
H -4.963 0.921 -0.857
H 1.165 2.270 0.386
C 3.181 1.075 -1.130
C 1.488 -2.076 -2.352
C 1.802 -0.720 -2.279
C 2.143 -3.039 -1.580
C 2.679 -0.322 -1.277
C 2.877 -2.610 -0.476
C 3.183 -1.261 -0.367
H 0.801 -2.498 -3.084
H 1.306 -0.006 -2.921
H 1.929 -4.077 -1.788
H 3.206 -3.329 0.264
H 3.598 1.585 -2.003
H 4.067 1.099 -0.478
H 3.869 -0.932 0.415
H 2.491 1.749 -0.626
```

Calculated values
Multiplicity: 1
E_HOMO (eV): -7.8
Frontier orbital gap (eV): 8.67
Charge: 0
Structure (SMILES): Cc1c[nH]c2ccccc12.Cc1ccccc1

---

b:
Here is a cluster of 2 separate species, C16H17N in total from the Open Molecules 2025 dataset. Energies are from ωB97M-V with the def2-TZVPD basis set.

```
34
Properties=species:S:1:pos:R:3
C 0.159 2.970 2.126
C -0.552 0.516 2.450
C -0.732 1.774 1.969
C -2.530 0.491 1.399
C -1.994 1.788 1.288
C -3.734 0.124 0.786
C -2.772 2.772 0.662
C -4.434 1.110 0.139
C -3.966 2.441 0.080
N -1.641 -0.259 2.112
H 0.239 0.146 3.074
H -1.724 -1.230 2.359
H 1.224 2.785 2.028
H -0.092 3.556 3.012
H -4.029 -0.914 0.831
H -2.354 3.765 0.563
H -5.383 0.897 -0.316
H -4.624 3.171 -0.360
H -0.053 3.673 1.303
C 4.206 -0.461 -1.441
C 1.836 -2.978 -3.028
C 2.824 -2.010 -2.896
C 1.112 -3.401 -1.926
C 3.140 -1.523 -1.634
C 1.389 -2.876 -0.677
C 2.433 -1.962 -0.524
H 1.586 -3.362 -4.004
H 3.245 -1.554 -3.778
H 0.266 -4.060 -2.053
H 0.750 -3.068 0.175
H 4.953 -0.534 -2.236
H 4.830 -0.642 -0.563
H 2.689 -1.665 0.493
H 3.730 0.519 -1.413
```

Calculated values
Multiplicity: 1
E_HOMO (eV): -7.8
Frontier orbital gap (eV): 8.56
Charge: 0
Structure (SMILES): Cc1c[nH]c2ccccc12.Cc1ccccc1

---

Ranked by calculated energy, most stable first: b, a.

---

a:
Here is a cluster of 2 separate species, C16H17N in total from the Open Molecules 2025 dataset. Energies are from ωB97M-V with the def2-TZVPD basis set.

```
34
Properties=species:S:1:pos:R:3
C -1.662 0.664 2.098
C -0.184 3.048 -0.233
C -1.030 1.918 0.077
C -1.232 1.914 1.512
C -0.488 2.963 2.012
C 0.030 3.416 -1.546
C -0.462 2.656 -2.541
C -1.175 0.971 -0.904
C -0.969 1.402 -2.248
N 0.060 3.772 0.942
H 0.666 4.559 1.040
H 0.579 4.436 -1.676
H -0.431 3.034 3.053
H -0.325 2.870 -3.498
H -1.381 -0.135 -0.809
H -0.793 -0.051 2.242
H -2.320 0.028 1.401
H -1.228 0.723 -3.206
H -2.114 0.422 3.145
C 2.037 -0.709 0.489
C -0.046 -4.366 -0.545
C 0.469 -4.114 0.752
C 0.142 -3.391 -1.459
C 1.039 -2.962 1.047
C 0.893 -2.206 -1.195
C 1.451 -2.026 0.035
H -0.572 -5.284 -0.728
H 0.244 -4.910 1.552
H -0.368 -3.299 -2.566
H 1.444 -2.727 2.048
H 1.210 -1.504 -2.180
H 2.571 -0.786 1.475
H 1.065 -0.016 0.564
H 2.880 -0.313 -0.150
```

Calculated values
Multiplicity: 1
E_HOMO (eV): -7.9
Frontier orbital gap (eV): 8.80
Charge: 0
Structure (SMILES): Cc1c[nH]c2ccccc12.Cc1ccccc1

---

b:
Here is a cluster of 2 separate species, C16H17N in total from the Open Molecules 2025 dataset. Energies are from ωB97M-V with the def2-TZVPD basis set.

```
34
Properties=species:S:1:pos:R:3
C 1.515 3.997 -0.745
C 1.822 1.882 0.861
C 1.430 3.244 0.563
C 1.329 1.658 2.188
C 0.767 3.786 1.621
C 2.769 1.106 0.225
C 3.154 -0.059 0.875
C 2.657 -0.334 2.176
C 1.822 0.548 2.864
N 0.831 2.828 2.694
H 3.091 1.401 -0.755
H 3.925 -0.769 0.656
H 3.001 -1.215 2.680
H 1.324 5.056 -0.688
H 0.728 3.434 -1.286
H 0.175 4.663 1.818
H 0.184 2.833 3.464
H 1.694 0.548 3.959
H 2.375 3.664 -1.321
C -3.573 -2.326 0.368
C -2.587 -1.409 -1.753
C -2.666 -2.441 -0.830
C -1.840 -1.541 -2.912
C -1.297 -2.793 -3.234
C -2.066 -3.656 -1.136
C -1.411 -3.873 -2.333
H -2.828 -0.377 -1.508
H -1.367 -0.726 -3.469
H -4.573 -2.424 -0.038
H -3.358 -1.479 1.032
H -0.840 -2.968 -4.198
H -1.901 -4.352 -0.323
H -0.900 -4.780 -2.606
H -3.383 -3.127 1.094
```

Calculated values
Multiplicity: 1
E_HOMO (eV): -7.8
Frontier orbital gap (eV): 8.56
Charge: 0
Structure (SMILES): Cc1c[nH]c2ccccc12.Cc1ccccc1

---

Ranked by calculated energy, most stable first: b, a.

---

a:
Here is a cluster of 2 separate species, C5H11N in total from the Open Molecules 2025 dataset. Energies are from ωB97M-V with the def2-TZVPD basis set.

```
17
Properties=species:S:1:pos:R:3
C -1.106 0.267 4.291
C -0.223 0.939 3.248
C 1.095 0.696 3.341
H -1.570 -0.652 3.950
H -1.965 0.945 4.435
H -0.484 0.240 5.184
H -0.626 1.641 2.528
H 1.789 0.874 2.523
H 1.578 0.661 4.315
C -0.717 -0.707 -4.473
C 1.134 -0.270 -3.105
N -0.024 -0.904 -3.217
H -0.725 -1.491 -5.238
H -1.793 -0.569 -4.234
H -0.366 0.223 -4.972
H 1.624 -0.110 -2.152
H 1.763 -0.151 -4.006
```

Calculated values
⟨S²⟩: 0.753
Multiplicity: 2
E_HOMO (alpha / beta) (eV): 0.9 / -2.7
Frontier orbital gap (alpha / beta) (eV): 2.22 / 5.87
Charge: -1

---

b:
Here is the ion C5H11N with charge -1 from the Open Molecules 2025 dataset. Energies are from ωB97M-V with the def2-TZVPD basis set.

```
17
Properties=species:S:1:pos:R:3
C 1.006 -1.133 -1.291
N 1.438 0.626 1.004
C 0.077 0.286 0.626
C -0.043 -0.253 -0.602
C -1.375 -0.114 -1.355
C -1.028 0.656 1.573
H 0.476 -2.085 -1.486
H 1.414 -0.712 -2.201
H 1.653 -1.360 -0.450
H 2.121 -0.115 0.948
H 1.599 1.277 1.754
H -1.607 0.979 -1.229
H -1.165 -0.269 -2.418
H -2.198 -0.702 -0.937
H -0.879 1.639 2.035
H -0.991 -0.105 2.366
H -1.993 0.612 1.076
```

Calculated values
⟨S²⟩: 0.750
Multiplicity: 2
E_HOMO (alpha / beta) (eV): 1.5 / -3.6
Frontier orbital gap (alpha / beta) (eV): 2.83 / 7.94
Charge: -1

---

c:
Here is the ion C5H11N with charge -1 from the Open Molecules 2025 dataset. Energies are from ωB97M-V with the def2-TZVPD basis set.

```
17
Properties=species:S:1:pos:R:3
C 0.252 -0.438 1.691
C -0.838 -0.624 0.624
C -0.283 -0.448 -0.862
C 0.782 0.603 -0.879
C 2.008 0.509 -1.604
N -1.956 0.316 0.756
H 0.145 0.657 1.854
H 0.209 -0.784 2.727
H 1.299 -0.387 1.378
H -1.309 -1.632 0.599
H -1.187 -0.284 -1.473
H 0.125 -1.352 -1.356
H 0.532 1.653 -0.685
H 2.668 1.350 -1.402
H 2.287 -0.130 -2.456
H -1.886 0.993 0.020
H -2.849 -0.002 1.068
```

Calculated values
⟨S²⟩: 0.754
Multiplicity: 2
E_HOMO (alpha / beta) (eV): 1.1 / -2.4
Frontier orbital gap (alpha / beta) (eV): 3.34 / 6.67
Charge: -1

---

d:
Here is the ion C5H11N with charge -1 from the Open Molecules 2025 dataset. Energies are from ωB97M-V with the def2-TZVPD basis set.

```
17
Properties=species:S:1:pos:R:3
C 2.417 -1.382 -0.587
N 1.142 -0.909 0.050
C 0.967 0.486 -0.132
C -2.848 0.638 0.596
C -1.316 0.504 0.662
C -0.534 0.906 -0.366
H 2.562 -2.389 -0.950
H 2.687 -0.737 -1.502
H 3.155 -1.244 0.238
H 0.283 -1.272 -0.626
H 1.445 0.725 -1.136
H 1.410 1.126 0.652
H -3.297 1.441 1.193
H -3.320 0.805 -0.455
H -3.266 -0.361 0.873
H -0.886 0.196 1.703
H -0.881 1.159 -1.379
```

Calculated values
⟨S²⟩: 0.751
Multiplicity: 2
E_HOMO (alpha / beta) (eV): 1.5 / -5.0
Frontier orbital gap (alpha / beta) (eV): 2.68 / 9.10
Charge: -1

---

Ranked by calculated energy, most stable first: b, c, d, a.